(1)
A structure of composition C35H52LaOP4 in a non-equilibrium geometry, computed with ωB97M-V/def2-TZVPD.

HOMO energy = -14.78 eV
relative energy (zero: lowest compared OMol25 entry of this formula, charge and spin) = 0.0 kcal/mol
LUMO level = -9.79 eV
orbital gap = 4.988 eV

```
! wB97M-V def2-TZVPD RIJCOSX def2/J DEFGRID3
* xyz 3 1
La -0.115 -0.213 -0.297
P -2.795 0.938 -0.809
P -1.805 -2.612 -0.066
P 1.276 2.256 -0.903
H 0.624 -2.467 -2.641
C 1.314 -1.725 -2.208
C 1.938 -1.911 -1.004
H 1.822 -2.827 -0.421
C -3.120 0.887 -2.623
C -4.473 0.481 -0.246
C -2.830 2.760 -0.708
C -0.804 -4.140 0.059
C -3.037 -2.836 1.266
C -2.789 -2.972 -1.571
C 3.070 1.909 -1.033
C 1.168 3.941 -0.248
C 1.014 2.698 -2.645
H 1.500 -0.861 -2.866
H 2.647 -1.199 -0.566
H -4.121 1.289 -2.808
H -3.086 -0.150 -2.966
H -2.382 1.488 -3.168
H -5.195 1.112 -0.781
H -4.592 0.643 0.830
H -4.688 -0.570 -0.463
H -3.819 3.111 -1.018
H -2.071 3.174 -1.381
H -2.620 3.093 0.311
H -1.416 -4.996 -0.271
H -0.471 -4.315 1.090
H 0.086 -4.064 -0.584
H -3.495 -3.836 1.185
H -3.818 -2.066 1.195
H -2.544 -2.747 2.246
H -3.331 -3.917 -1.428
H -2.115 -3.074 -2.433
H -3.507 -2.170 -1.791
H 3.513 2.605 -1.758
H 3.232 0.876 -1.376
H 3.541 2.035 -0.053
H 1.792 4.606 -0.870
H 1.516 3.963 0.791
H 0.120 4.271 -0.281
H 1.670 3.523 -2.939
H -0.033 2.971 -2.809
H 1.233 1.823 -3.251
C 0.003 1.485 -5.595
C -1.050 1.621 -6.513
C -0.713 1.777 -7.884
C 0.628 1.803 -8.317
C 1.640 1.857 -7.344
C 1.306 1.818 -5.980
O -0.152 0.947 -4.317
H -0.916 0.330 -4.186
H -2.101 1.589 -6.175
H -1.502 1.860 -8.639
H 0.906 1.809 -9.387
H 2.694 1.908 -7.640
H 2.070 1.918 -5.196
C 5.171 -1.576 3.820
C 4.632 -2.445 2.863
C 3.313 -2.290 2.439
C 2.528 -1.230 2.949
C 3.055 -0.405 3.943
C 4.379 -0.569 4.377
P 0.778 -1.115 2.413
C 0.052 -1.866 3.934
C -0.382 -3.204 3.893
C -0.834 -3.831 5.051
C -0.815 -3.137 6.268
C -0.333 -1.834 6.329
C 0.076 -1.184 5.160
C 0.318 0.647 2.715
C -1.026 0.971 3.024
C -1.405 2.306 3.206
C -0.448 3.324 3.134
C 0.882 3.011 2.868
C 1.259 1.689 2.588
H 6.212 -1.688 4.138
H 5.240 -3.258 2.461
H 2.882 -2.974 1.710
H 2.444 0.374 4.397
H 4.776 0.092 5.150
H -0.351 -3.745 2.941
H -1.183 -4.860 5.005
H -1.176 -3.629 7.172
H -0.268 -1.305 7.285
H 0.426 -0.159 5.211
H -1.767 0.179 3.158
H -2.448 2.556 3.430
H -0.745 4.375 3.284
H 1.643 3.798 2.859
H 2.295 1.472 2.307
*
```

---

(2)
An isolated molecule of C12H11Cl2N3O, computed with ωB97M-V/def2-TZVPD.

SMILES string = Cc1nc(C)n(CC(=O)c2ccc(Cl)cc2Cl)n1
HOMO energy = -9.36 eV
relative energy (zero: lowest compared OMol25 entry of this formula, charge and spin) = 7.5 kcal/mol
LUMO level = -0.08 eV
orbital gap = 9.287 eV

```
! wB97M-V def2-TZVPD RIJCOSX def2/J DEFGRID3
* xyz 0 1
C -3.814 -1.420 -1.564
C -2.483 -0.822 -1.813
N -1.391 -1.526 -2.006
N -0.430 -0.601 -2.198
C -0.978 0.632 -2.097
N -2.266 0.514 -1.862
C -0.231 1.901 -2.238
H -0.361 2.499 -1.338
H 0.829 1.720 -2.396
H -0.629 2.471 -3.075
C 0.939 -0.988 -2.360
H 1.357 -0.594 -3.293
H 0.961 -2.080 -2.412
C 1.825 -0.530 -1.198
O 2.990 -0.278 -1.361
C 1.119 -0.417 0.106
C 0.253 -1.425 0.532
C -0.415 -1.331 1.735
C -0.230 -0.209 2.531
C 0.626 0.807 2.136
C 1.304 0.696 0.932
Cl 2.339 1.983 0.453
H 0.766 1.679 2.755
Cl -1.069 -0.070 4.025
H -1.081 -2.117 2.053
H 0.105 -2.299 -0.083
H -4.492 -1.162 -2.375
H -3.720 -2.500 -1.497
H -4.228 -1.023 -0.640
*
```

---

(3)
A structure of composition C17H34BiGeN4O4 in a non-equilibrium geometry, computed with ωB97M-V/def2-TZVPD.

HOMO energy (alpha / beta) = -18.18 / -18.19 eV
relative energy (zero: lowest compared OMol25 entry of this formula, charge and spin) = 41.0 kcal/mol
LUMO level (alpha / beta) = -11.63 / -12.94 eV
orbital gap (alpha / beta) = 6.552 / 5.251 eV

```
! wB97M-V def2-TZVPD RIJCOSX def2/J DEFGRID3
* xyz 3 1
Bi -0.663 0.293 1.711
O -3.958 -4.810 2.064
C -3.634 -4.323 3.249
O -4.080 -4.713 4.281
C -2.639 -3.180 3.323
C -2.131 -2.775 4.558
N -1.380 -1.693 4.367
N -1.357 -1.352 3.062
C -2.133 -2.258 2.425
C -2.275 -2.109 0.947
O -2.781 -2.918 0.240
O -1.740 -0.953 0.459
H -3.536 -4.361 1.315
H -2.289 -3.221 5.531
H -0.848 -1.187 5.063
C -4.029 4.805 -1.161
C -2.890 3.792 -0.972
C -2.865 2.769 -2.097
C -1.548 4.525 -0.835
N -3.173 3.126 0.327
N -3.083 1.811 0.551
H -3.859 5.329 -2.101
H -4.043 5.551 -0.363
H -5.001 4.314 -1.213
H -2.686 3.297 -3.031
H -3.823 2.252 -2.203
H -2.057 2.037 -1.990
H -1.380 5.096 -1.747
H -0.721 3.822 -0.713
H -1.553 5.224 0.002
H -3.437 3.704 1.123
H -3.145 1.287 -0.325
H -3.794 1.492 1.211
C 3.060 -1.604 -2.677
C 2.273 -2.892 -2.523
C 2.215 -3.375 -1.080
C 1.107 -2.677 -0.248
Ge 1.533 -0.826 0.103
C 3.121 -0.260 1.062
C 4.323 0.084 0.158
C 4.125 1.312 -0.722
C 5.387 1.651 -1.509
H 3.025 -1.208 -3.691
H 4.105 -1.744 -2.399
H 2.666 -0.805 -2.017
H 2.746 -3.667 -3.129
H 1.261 -2.778 -2.921
H 3.192 -3.272 -0.599
H 1.968 -4.437 -1.046
H 0.996 -3.180 0.717
H 0.149 -2.715 -0.768
H 1.000 0.181 -0.950
H 3.353 -1.087 1.738
H 2.880 0.605 1.688
H 4.610 -0.778 -0.444
H 5.153 0.269 0.845
H 3.834 2.166 -0.101
H 3.303 1.143 -1.427
H 6.202 1.920 -0.837
H 5.221 2.497 -2.173
H 5.724 0.803 -2.107
*
```

---

The lowest relative energy (zero: lowest compared OMol25 entry of this formula, charge and spin) belongs to which entry?
C35H52LaOP4

---

The highest relative energy (zero: lowest compared OMol25 entry of this formula, charge and spin) belongs to which entry?
C17H34BiGeN4O4

---

What did the first record say?
A structure of composition C35H52LaOP4 in a non-equilibrium geometry, computed with ωB97M-V/def2-TZVPD.

HOMO energy = -14.78 eV
relative energy (zero: lowest compared OMol25 entry of this formula, charge and spin) = 0.0 kcal/mol
LUMO level = -9.79 eV
orbital gap = 4.988 eV

```
! wB97M-V def2-TZVPD RIJCOSX def2/J DEFGRID3
* xyz 3 1
La -0.115 -0.213 -0.297
P -2.795 0.938 -0.809
P -1.805 -2.612 -0.066
P 1.276 2.256 -0.903
H 0.624 -2.467 -2.641
C 1.314 -1.725 -2.208
C 1.938 -1.911 -1.004
H 1.822 -2.827 -0.421
C -3.120 0.887 -2.623
C -4.473 0.481 -0.246
C -2.830 2.760 -0.708
C -0.804 -4.140 0.059
C -3.037 -2.836 1.266
C -2.789 -2.972 -1.571
C 3.070 1.909 -1.033
C 1.168 3.941 -0.248
C 1.014 2.698 -2.645
H 1.500 -0.861 -2.866
H 2.647 -1.199 -0.566
H -4.121 1.289 -2.808
H -3.086 -0.150 -2.966
H -2.382 1.488 -3.168
H -5.195 1.112 -0.781
H -4.592 0.643 0.830
H -4.688 -0.570 -0.463
H -3.819 3.111 -1.018
H -2.071 3.174 -1.381
H -2.620 3.093 0.311
H -1.416 -4.996 -0.271
H -0.471 -4.315 1.090
H 0.086 -4.064 -0.584
H -3.495 -3.836 1.185
H -3.818 -2.066 1.195
H -2.544 -2.747 2.246
H -3.331 -3.917 -1.428
H -2.115 -3.074 -2.433
H -3.507 -2.170 -1.791
H 3.513 2.605 -1.758
H 3.232 0.876 -1.376
H 3.541 2.035 -0.053
H 1.792 4.606 -0.870
H 1.516 3.963 0.791
H 0.120 4.271 -0.281
H 1.670 3.523 -2.939
H -0.033 2.971 -2.809
H 1.233 1.823 -3.251
C 0.003 1.485 -5.595
C -1.050 1.621 -6.513
C -0.713 1.777 -7.884
C 0.628 1.803 -8.317
C 1.640 1.857 -7.344
C 1.306 1.818 -5.980
O -0.152 0.947 -4.317
H -0.916 0.330 -4.186
H -2.101 1.589 -6.175
H -1.502 1.860 -8.639
H 0.906 1.809 -9.387
H 2.694 1.908 -7.640
H 2.070 1.918 -5.196
C 5.171 -1.576 3.820
C 4.632 -2.445 2.863
C 3.313 -2.290 2.439
C 2.528 -1.230 2.949
C 3.055 -0.405 3.943
C 4.379 -0.569 4.377
P 0.778 -1.115 2.413
C 0.052 -1.866 3.934
C -0.382 -3.204 3.893
C -0.834 -3.831 5.051
C -0.815 -3.137 6.268
C -0.333 -1.834 6.329
C 0.076 -1.184 5.160
C 0.318 0.647 2.715
C -1.026 0.971 3.024
C -1.405 2.306 3.206
C -0.448 3.324 3.134
C 0.882 3.011 2.868
C 1.259 1.689 2.588
H 6.212 -1.688 4.138
H 5.240 -3.258 2.461
H 2.882 -2.974 1.710
H 2.444 0.374 4.397
H 4.776 0.092 5.150
H -0.351 -3.745 2.941
H -1.183 -4.860 5.005
H -1.176 -3.629 7.172
H -0.268 -1.305 7.285
H 0.426 -0.159 5.211
H -1.767 0.179 3.158
H -2.448 2.556 3.430
H -0.745 4.375 3.284
H 1.643 3.798 2.859
H 2.295 1.472 2.307
*
```